Entry 1:
76
Properties=species:S:1:pos:R:3 method="wB97M-V/def2-TZVPD" total_energy_ha=-1460.6877 e_lumo_ev=0.441 fmax_ev_per_a=3.5 homo_lumo_gap_ha=0.3107 smiles=c1cc[nH]c1.c1cc[nH]c1.c1cc[nH]c1.c1cc[nH]c1.CCO.CCO.CCO.CCO
N -21.36317 19.97513 -2.50431
C -21.52324 20.15613 -1.14887
C -22.84002 20.21038 -0.86609
C -23.52675 20.06716 -2.05897
C -22.60070 19.86710 -3.05804
H -20.50533 19.90678 -3.03303
H -20.65506 20.34105 -0.53368
H -23.28747 20.44347 0.08882
H -24.59174 20.24658 -2.05853
H -22.80498 19.71404 -4.10744
N -21.83456 13.82313 -1.59733
C -21.75932 12.67068 -2.28863
C -22.10379 11.58044 -1.45109
C -22.24560 12.17678 -0.16027
C -22.10786 13.50619 -0.29457
H -21.62577 14.73072 -1.98819
H -21.41331 12.73683 -3.30956
H -22.31178 10.52726 -1.56918
H -22.37970 11.64018 0.76735
H -22.12906 14.32570 0.40855
N -16.87962 19.26779 7.00202
C -17.99644 19.79111 6.41128
C -18.85800 18.72535 6.04030
C -18.38679 17.59716 6.63079
C -17.16443 17.91850 7.18447
H -15.98975 19.70738 7.18911
H -17.99765 20.84199 6.16219
H -19.77843 18.79933 5.48020
H -18.81690 16.60688 6.60336
H -16.45012 17.27599 7.67778
N -29.73670 6.14704 2.16657
C -29.00400 5.82078 3.25346
C -28.16730 6.87869 3.46717
C -28.31508 7.76926 2.41960
C -29.29869 7.29369 1.59211
H -30.44608 5.55162 1.76365
H -29.20947 4.90704 3.79130
H -27.58553 7.05135 4.36056
H -27.89644 8.75967 2.31849
H -29.72843 7.66124 0.67197
C -22.94726 3.34539 2.73875
C -22.80242 4.68111 1.96714
O -23.84742 4.70592 0.94723
H -22.06359 3.09614 3.32621
H -23.31840 2.49853 2.16152
H -23.67562 3.58165 3.51451
H -21.82967 4.60068 1.48200
H -22.89817 5.53593 2.63664
H -24.62743 5.04450 1.39280
C -21.60964 8.77939 -9.27313
C -21.78552 7.29586 -9.54999
O -23.04502 7.04658 -9.95531
H -22.49057 9.18349 -8.77438
H -21.38016 9.39782 -10.14088
H -20.78196 8.77414 -8.56388
H -21.59541 6.82544 -8.58528
H -21.01534 7.04422 -10.27910
H -23.61446 7.17469 -9.19313
C -27.75448 3.72926 -4.57472
C -27.53241 5.18466 -4.98866
O -26.11993 5.41036 -4.97860
H -27.11658 3.46427 -3.73152
H -27.43867 3.06925 -5.38264
H -28.79703 3.46190 -4.40232
H -27.96023 5.93430 -4.32299
H -27.91095 5.33533 -5.99965
H -25.81574 5.26278 -4.08010
C -15.43576 6.93289 -3.04572
C -16.84231 7.52981 -2.74386
O -16.57072 8.86557 -2.66984
H -15.04228 7.21689 -4.02174
H -15.42582 5.84780 -3.14862
H -14.71456 7.19015 -2.26998
H -17.21825 7.11826 -1.80717
H -17.64554 7.39479 -3.46822
H -17.35236 9.30597 -2.32826


Entry 2:
77
Properties=species:S:1:pos:R:3 method="wB97M-V/def2-TZVPD" total_energy_ha=-3282.7844 e_lumo_ev=-12.000 fmax_ev_per_a=6.8 homo_lumo_gap_ha=0.1841 charge=+3
Re 1.16357 -0.26321 1.01215
C 3.84275 4.53491 -2.38591
C 2.93755 3.92098 -1.41521
C 1.57207 4.25679 -1.38062
C 0.68145 3.57368 -0.59015
C 1.13129 2.50614 0.20853
N 0.34476 1.66341 0.95679
C -0.68966 2.07301 1.72736
C -0.98002 3.46736 1.85272
C -2.09241 3.92506 2.49960
C -3.00215 3.03541 3.10068
C -4.22838 3.47988 3.75620
C -2.63026 1.67119 3.15388
C -1.49012 1.20365 2.55023
C -1.06320 -0.24108 2.83846
O 0.21388 -0.43304 2.43687
C -1.14085 -0.61170 4.35855
F -2.38196 -0.67962 4.81288
F -0.49044 0.30277 5.06487
F -0.56005 -1.78768 4.52448
C -1.93072 -1.20743 1.97363
F -3.17711 -1.31864 2.36631
F -1.93442 -0.71830 0.71418
F -1.35603 -2.40435 1.89196
C 2.53593 2.19138 0.22180
C 3.41067 2.90236 -0.55218
C 2.90496 1.06995 1.16707
O 1.75764 -0.57016 -0.47644
C 4.17407 0.29307 0.79348
F 4.19027 -0.00099 -0.51297
F 5.29939 0.92848 1.05276
F 4.15933 -0.87447 1.45180
C 2.95418 1.52961 2.63812
F 4.10344 2.01976 3.02758
F 2.01290 2.47612 2.84528
F 2.60771 0.50471 3.43355
H 3.33130 5.21545 -3.06078
H 4.34989 3.75290 -2.95908
H 4.65659 5.07891 -1.89150
H 1.21077 5.03169 -2.04019
H -0.37530 3.76400 -0.68768
H -0.26619 4.17526 1.46144
H -2.26313 4.98968 2.57655
H -4.52570 4.48167 3.45555
H -4.08933 3.50210 4.84583
H -5.03919 2.76329 3.60734
H -3.27176 1.01373 3.72286
H 4.47134 2.69905 -0.52833
O 0.29614 1.02688 -2.10230
C 0.15735 -0.12241 -2.34423
O -0.55510 -0.99899 -1.53125
C 0.59940 -1.06025 -3.44524
P -0.34248 -2.34198 -2.49890
C -1.94136 -2.69480 -3.23139
C -2.84238 -1.63415 -3.35829
C -4.06787 -1.85458 -3.96321
C -4.38136 -3.11148 -4.46087
C -3.46678 -4.15257 -4.36511
C -2.23529 -3.95171 -3.75600
C 0.51600 -3.56916 -1.49698
C -0.24535 -4.49283 -0.77831
C 0.39766 -5.41511 0.03432
C 1.78470 -5.42840 0.11297
C 2.53609 -4.50987 -0.60612
C 1.91080 -3.56886 -1.41165
H 1.67792 -1.17930 -3.53654
H 0.19371 -0.81593 -4.42987
H -2.58924 -0.65642 -2.97537
H -4.77301 -1.04351 -4.04678
H -5.33959 -3.27791 -4.92678
H -3.70775 -5.12368 -4.76837
H -1.51014 -4.75085 -3.70002
H -1.32478 -4.48486 -0.83929
H -0.18465 -6.12651 0.60122
H 2.28163 -6.15519 0.73643
H 3.61386 -4.52991 -0.55714
H 2.50251 -2.86237 -1.97523